The following is a DFT calculation (wB97M-V/def2-TZVPD) of the ion C3H6O3P with charge -1 in a non-equilibrium geometry.

**Net charge**: -1
**Highest occupied orbital energy**: -4.4 eV
**Energy above the lowest of the compared OMol25 structures with the same formula, charge and spin**: 45.7 kcal per mole
**E**: -685.03788 a.u.
**LUMO level**: 3.83 eV

CARTESIAN COORDINATES (ANGSTROEM)
C  0.0712  -0.1565  0.7926
C  1.2391  0.0346  -0.1018
C  -1.2239  0.0487  0.1590
O  -0.7785  -0.1208  3.4696
O  1.6770  -0.0906  3.0711
O  0.2488  1.6512  1.8510
P  0.3504  0.1776  2.5787
H  2.0574  0.5120  0.5154
H  0.9199  0.3475  -1.1261
H  1.6863  -0.9790  -0.2403
H  -1.8814  0.0262  0.9939
H  -1.2419  -0.6500  -0.7108
H  -1.2496  0.9507  -0.4101